(1)
{"formula": "C54H120N14O14", "method": "ωB97M-V/def2-TZVPD", "species": ["C", "O", "N", "C", "C", "H", "H", "H", "H", "H", "H", "H", "C", "O", "N", "C", "C", "H", "H", "H", "H", "H", "H", "H", "C", "O", "N", "C", "C", "H", "H", "H", "H", "H", "H", "H", "C", "O", "N", "C", "C", "H", "H", "H", "H", "H", "H", "H", "C", "O", "N", "C", "C", "H", "H", "H", "H", "H", "H", "H", "C", "O", "N", "C", "C", "H", "H", "H", "H", "H", "H", "H", "C", "O", "N", "C", "C", "H", "H", "H", "H", "H", "H", "H", "C", "O", "N", "C", "C", "H", "H", "H", "H", "H", "H", "H", "C", "O", "N", "C", "C", "H", "H", "H", "H", "H", "H", "H", "C", "O", "N", "C", "C", "H", "H", "H", "H", "H", "H", "H", "C", "O", "N", "C", "C", "H", "H", "H", "H", "H", "H", "H", "C", "O", "N", "C", "C", "H", "H", "H", "H", "H", "H", "H", "C", "C", "C", "C", "C", "C", "N", "O", "C", "C", "C", "H", "H", "H", "H", "H", "H", "H", "H", "H", "H", "H", "H", "H", "H", "H", "H", "H", "H", "C", "C", "C", "C", "C", "C", "N", "O", "C", "C", "C", "H", "H", "H", "H", "H", "H", "H", "H", "H", "H", "H", "H", "H", "H", "H", "H", "H", "H"], "positions_angstrom": [[-3.30, 1.50, 3.56], [-3.48, 0.35, 3.16], [-4.22, 2.46, 3.77], [-3.81, 3.76, 4.20], [-5.56, 2.22, 3.27], [-2.30, 1.81, 3.78], [-4.45, 4.05, 5.04], [-3.67, 4.48, 3.38], [-2.81, 3.68, 4.69], [-6.32, 2.48, 4.01], [-5.80, 2.89, 2.37], [-5.79, 1.19, 3.02], [-1.62, -4.35, -3.30], [-1.04, -3.45, -3.88], [-1.31, -4.78, -2.02], [-0.33, -4.13, -1.19], [-2.22, -5.66, -1.28], [-2.39, -4.92, -3.83], [-0.71, -3.25, -0.62], [0.46, -3.84, -1.84], [0.00, -4.91, -0.47], [-2.62, -6.41, -1.96], [-1.76, -6.19, -0.40], [-3.03, -5.01, -0.94], [-0.54, 4.25, 1.81], [-0.87, 3.12, 2.18], [-0.95, 4.78, 0.62], [-0.53, 6.14, 0.24], [-2.27, 4.34, 0.17], [0.28, 4.80, 2.28], [-0.36, 6.08, -0.87], [0.38, 6.31, 0.81], [-1.32, 6.89, 0.50], [-2.94, 5.08, -0.21], [-2.09, 3.53, -0.56], [-2.85, 3.93, 1.08], [0.74, 6.26, -9.31], [1.36, 7.09, -9.98], [1.22, 5.13, -8.75], [0.19, 4.19, -8.22], [2.58, 4.71, -8.97], [-0.35, 6.29, -9.19], [-0.17, 3.51, -8.97], [-0.65, 4.76, -7.77], [0.67, 3.58, -7.43], [3.00, 5.58, -9.54], [3.26, 4.56, -8.17], [2.63, 3.89, -9.64], [3.50, 5.97, 1.71], [2.30, 6.06, 1.72], [4.28, 5.62, 0.58], [3.47, 5.13, -0.59], [5.73, 5.38, 0.56], [4.02, 6.09, 2.68], [4.11, 4.68, -1.35], [2.96, 5.99, -0.96], [2.69, 4.46, -0.24], [6.26, 5.63, 1.48], [5.95, 4.30, 0.37], [6.21, 5.94, -0.24], [-3.94, -2.42, 0.72], [-3.16, -2.96, -0.06], [-5.24, -2.59, 0.76], [-6.08, -1.83, 1.71], [-5.85, -3.51, -0.19], [-3.59, -1.65, 1.45], [-6.91, -1.33, 1.26], [-5.39, -0.97, 2.11], [-6.32, -2.44, 2.57], [-5.11, -3.68, -0.90], [-5.98, -4.52, 0.23], [-6.84, -3.21, -0.53], [6.09, 1.50, -1.31], [5.25, 2.34, -1.22], [6.62, 0.89, -0.26], [7.63, -0.19, -0.44], [6.16, 1.23, 1.12], [6.45, 1.20, -2.27], [7.88, -0.26, -1.49], [8.61, 0.11, -0.03], [7.23, -1.15, -0.11], [6.38, 2.28, 1.22], [5.05, 1.01, 1.21], [6.65, 0.55, 1.83], [1.74, -0.80, 4.58], [1.91, -1.94, 4.18], [0.72, 0.01, 4.20], [0.95, 1.44, 4.40], [-0.24, -0.45, 3.13], [2.50, -0.32, 5.19], [0.85, 1.96, 3.47], [1.99, 1.53, 4.79], [0.28, 1.83, 5.21], [-0.42, 0.33, 2.46], [0.26, -1.31, 2.69], [-1.14, -0.75, 3.65], [2.60, -2.40, 1.00], [2.08, -3.27, 0.35], [3.65, -2.55, 1.85], [4.22, -1.45, 2.62], [4.14, -3.85, 2.18], [2.30, -1.33, 0.93], [3.44, -0.75, 2.70], [5.08, -1.09, 2.06], [4.46, -1.82, 3.63], [5.23, -3.82, 2.40], [3.66, -4.26, 3.08], [3.95, -4.45, 1.34], [1.98, -1.80, -5.45], [3.19, -1.75, -5.52], [1.22, -1.04, -6.26], [-0.21, -1.21, -6.31], [1.83, -0.07, -7.12], [1.48, -2.44, -4.65], [-0.45, -1.98, -5.53], [-0.44, -1.67, -7.27], [-0.82, -0.37, -6.24], [1.03, 0.52, -7.52], [2.67, 0.58, -6.74], [2.18, -0.62, -7.97], [-1.90, 2.76, -5.13], [-1.20, 2.29, -6.02], [-3.23, 2.63, -4.89], [-3.94, 3.24, -3.70], [-3.96, 1.79, -5.78], [-1.41, 3.32, -4.28], [-3.16, 3.39, -2.91], [-4.67, 2.41, -3.41], [-4.42, 4.24, -3.97], [-3.29, 1.41, -6.51], [-4.40, 0.98, -5.24], [-4.62, 2.45, -6.35], [4.43, -2.62, -1.91], [5.42, -1.86, -1.78], [4.32, -3.43, -2.98], [3.14, -4.23, -3.27], [5.47, -3.57, -3.86], [3.57, -2.78, -1.21], [3.37, -5.36, -3.33], [2.76, -4.01, -4.27], [2.50, -3.97, -2.46], [6.32, -4.02, -3.33], [5.24, -4.31, -4.64], [5.77, -2.60, -4.27], [-5.62, -3.20, 7.13], [-4.26, -3.77, 6.75], [-3.50, -2.67, 6.00], [-2.03, -2.63, 6.31], [-1.83, -2.43, 7.78], [-2.31, -3.67, 8.53], [-3.67, -4.07, 8.10], [-4.28, -5.09, 8.67], [-1.24, -4.72, 8.38], [-2.43, -3.48, 10.10], [-4.38, -5.03, 5.97], [-6.22, -3.37, 6.22], [-5.63, -2.11, 7.24], [-6.16, -3.68, 7.93], [-3.53, -2.86, 4.96], [-3.94, -1.70, 6.11], [-1.48, -1.90, 5.70], [-1.54, -3.60, 6.05], [-2.40, -1.49, 8.08], [-0.74, -2.28, 7.97], [-1.32, -5.59, 9.06], [-1.40, -5.28, 7.39], [-0.28, -4.26, 8.43], [-2.79, -4.42, 10.54], [-1.40, -3.30, 10.49], [-3.12, -2.63, 10.28], [-3.47, -5.64, 6.17], [-4.52, -4.72, 4.89], [-5.24, -5.46, 6.48], [1.67, 1.91, -0.68], [1.15, 1.79, -2.12], [1.92, 0.68, -2.87], [1.64, -0.67, -2.26], [0.22, -0.95, -2.39], [-0.78, 0.02, -1.83], [-0.28, 1.45, -2.18], [-1.17, 2.35, -2.04], [-2.24, 0.01, -2.44], [-0.81, -0.13, -0.28], [1.37, 3.12, -2.85], [1.03, 2.54, -0.07], [2.68, 2.15, -0.74], [1.62, 0.94, -0.18], [1.76, 0.71, -3.93], [2.90, 1.02, -2.68], [2.11, -0.64, -1.27], [2.25, -1.37, -2.83], [0.01, -1.93, -2.00], [0.02, -1.00, -3.42], [-2.92, 0.39, -1.67], [-2.25, 0.76, -3.24], [-2.48, -1.01, -2.74], [-0.08, -0.78, 0.11], [-0.63, 0.82, 0.17], [-1.75, -0.50, 0.14], [2.46, 2.99, -3.10], [1.17, 4.00, -2.22], [0.74, 3.18, -3.79]], "e_above_lowest_kcal_mol": 0.0, "multiplicity": 3, "max_force_ev_per_a": 4.0, "e_lumo_ev": [0.276, 0.275], "charge": 0, "s_squared": 2.01, "gap_ev": [7.88, 8.96]}

---

(2)
{"formula": "C54H135F2N10O22S2Sn", "method": "ωB97M-V/def2-TZVPD", "species": ["Sn", "N", "S", "O", "O", "F", "S", "O", "O", "F", "C", "O", "C", "C", "N", "C", "C", "O", "C", "H", "H", "H", "H", "H", "H", "H", "H", "H", "H", "H", "H", "H", "H", "H", "C", "O", "C", "C", "N", "C", "C", "O", "C", "H", "H", "H", "H", "H", "H", "H", "H", "H", "H", "H", "H", "H", "H", "H", "C", "O", "C", "C", "N", "C", "C", "O", "C", "H", "H", "H", "H", "H", "H", "H", "H", "H", "H", "H", "H", "H", "H", "H", "C", "O", "C", "C", "N", "C", "C", "O", "C", "H", "H", "H", "H", "H", "H", "H", "H", "H", "H", "H", "H", "H", "H", "H", "C", "O", "C", "C", "N", "C", "C", "O", "C", "H", "H", "H", "H", "H", "H", "H", "H", "H", "H", "H", "H", "H", "H", "H", "C", "O", "C", "C", "N", "C", "C", "O", "C", "H", "H", "H", "H", "H", "H", "H", "H", "H", "H", "H", "H", "H", "H", "H", "C", "O", "C", "C", "N", "C", "C", "O", "C", "H", "H", "H", "H", "H", "H", "H", "H", "H", "H", "H", "H", "H", "H", "H", "C", "O", "C", "C", "N", "C", "C", "O", "C", "H", "H", "H", "H", "H", "H", "H", "H", "H", "H", "H", "H", "H", "H", "H", "C", "O", "C", "C", "N", "C", "C", "O", "C", "H", "H", "H", "H", "H", "H", "H", "H", "H", "H", "H", "H", "H", "H", "H"], "positions_angstrom": [[3.33, 2.44, 2.48], [1.92, 1.44, 0.08], [1.94, 1.10, -1.33], [0.90, 1.43, -2.30], [2.87, 0.10, -1.74], [2.87, 2.34, -1.70], [0.66, 0.35, 0.25], [0.87, -1.05, 0.01], [-0.65, 0.87, -0.08], [0.64, 0.36, 1.90], [-0.95, -1.72, 3.49], [-0.34, -2.81, 4.23], [-0.92, -3.98, 3.97], [-0.20, -5.06, 4.59], [-0.23, -4.98, 6.09], [0.55, -6.08, 6.73], [0.59, -6.14, 8.31], [1.40, -7.21, 8.75], [2.77, -7.02, 8.65], [-2.03, -1.78, 3.62], [-0.66, -1.73, 2.44], [-0.68, -0.81, 4.03], [-0.89, -4.11, 2.89], [-1.95, -3.75, 4.25], [0.80, -5.00, 4.17], [-0.59, -6.03, 4.29], [0.04, -4.05, 6.36], [1.57, -5.89, 6.38], [0.16, -7.06, 6.47], [-0.33, -6.39, 8.84], [0.82, -5.17, 8.75], [3.21, -7.67, 9.41], [3.09, -5.98, 8.73], [3.05, -7.27, 7.63], [-3.30, -1.76, -0.04], [-3.27, -2.93, 0.77], [-4.55, -3.52, 0.86], [-4.47, -4.61, 1.97], [-4.61, -5.89, 1.26], [-4.16, -6.93, 2.18], [-4.06, -8.37, 1.60], [-2.88, -8.65, 0.81], [-2.97, -9.69, -0.18], [-3.56, -1.97, -1.08], [-2.23, -1.55, -0.11], [-3.96, -0.97, 0.31], [-4.70, -3.82, -0.18], [-5.27, -2.80, 1.23], [-5.26, -4.52, 2.72], [-3.57, -4.46, 2.55], [-3.94, -5.76, 0.52], [-4.68, -7.04, 3.14], [-3.11, -6.80, 2.45], [-4.93, -8.43, 0.93], [-4.18, -9.21, 2.28], [-3.28, -10.64, 0.26], [-2.19, -9.97, -0.88], [-3.75, -9.40, -0.89], [0.52, 4.44, 4.89], [0.69, 3.12, 4.27], [0.24, 1.89, 4.90], [1.45, 1.30, 5.56], [2.26, 0.46, 4.65], [3.47, -0.01, 5.30], [4.39, -1.04, 4.39], [4.64, -0.68, 2.97], [5.54, -1.61, 2.41], [0.76, 4.38, 5.95], [-0.53, 4.68, 4.70], [1.15, 5.23, 4.49], [-0.18, 1.23, 4.14], [-0.51, 2.16, 5.63], [1.16, 0.70, 6.42], [2.01, 2.16, 5.94], [1.74, -0.33, 4.30], [3.43, -0.55, 6.25], [4.03, 0.92, 5.33], [3.96, -2.04, 4.39], [5.35, -1.03, 4.90], [5.06, -2.59, 2.37], [6.41, -1.87, 3.02], [5.86, -1.40, 1.39], [4.71, -3.08, -6.11], [5.26, -3.03, -4.86], [4.82, -1.93, -3.99], [4.85, -0.54, -4.59], [3.50, -0.17, -5.23], [3.61, 1.13, -5.94], [3.80, 2.45, -5.11], [4.01, 3.65, -5.87], [5.16, 3.75, -6.76], [5.03, -2.26, -6.75], [3.63, -3.13, -6.16], [5.13, -3.92, -6.67], [5.58, -1.90, -3.20], [3.85, -2.09, -3.52], [5.58, -0.48, -5.40], [5.15, 0.10, -3.76], [3.12, -0.97, -5.71], [2.73, 1.12, -6.58], [4.36, 0.88, -6.69], [4.62, 2.48, -4.40], [2.97, 2.53, -4.41], [5.30, 4.77, -7.12], [5.23, 3.05, -7.59], [6.11, 3.42, -6.34], [2.09, -11.59, -4.15], [1.97, -11.30, -2.78], [1.35, -10.04, -2.45], [2.35, -8.96, -2.21], [1.72, -7.63, -1.88], [0.92, -7.68, -0.71], [0.63, -6.26, -0.22], [1.56, -5.92, 0.77], [1.52, -4.50, 1.08], [2.84, -12.39, -4.18], [2.34, -10.85, -4.90], [1.15, -12.02, -4.50], [0.80, -10.30, -1.55], [0.61, -9.85, -3.23], [2.89, -8.80, -3.14], [3.04, -9.19, -1.39], [2.34, -6.84, -1.91], [1.37, -8.27, 0.08], [-0.11, -7.99, -0.92], [-0.41, -6.17, 0.11], [0.66, -5.49, -0.99], [1.27, -3.89, 0.20], [2.50, -4.16, 1.39], [0.79, -4.32, 1.87], [6.06, 2.33, -0.63], [5.50, 3.31, 0.22], [6.37, 4.37, 0.48], [5.55, 5.57, 1.07], [4.69, 5.27, 2.22], [3.72, 6.34, 2.55], [2.49, 6.32, 1.64], [1.77, 5.01, 1.52], [0.74, 4.98, 0.50], [6.38, 2.69, -1.61], [5.39, 1.50, -0.84], [6.76, 1.72, -0.07], [7.11, 4.62, -0.28], [7.10, 3.94, 1.18], [5.21, 6.25, 0.29], [6.23, 6.37, 1.36], [5.27, 5.31, 3.05], [4.13, 7.34, 2.39], [3.43, 6.24, 3.60], [2.76, 6.82, 0.71], [1.68, 6.87, 2.11], [1.26, 4.16, -0.01], [0.53, 5.85, -0.11], [-0.13, 4.51, 0.96], [-2.39, 4.56, -6.73], [-3.53, 4.07, -6.02], [-4.15, 3.07, -6.77], [-5.20, 2.32, -5.93], [-4.82, 1.32, -4.87], [-3.62, 1.67, -4.22], [-3.44, 1.00, -2.83], [-4.54, 1.14, -1.95], [-4.46, 2.20, -1.02], [-2.65, 4.90, -7.74], [-1.54, 3.87, -6.75], [-2.16, 5.36, -6.02], [-3.51, 2.39, -7.34], [-4.76, 3.55, -7.54], [-5.89, 1.78, -6.58], [-5.78, 3.09, -5.43], [-4.70, 0.42, -5.31], [-3.69, 2.70, -3.89], [-2.73, 1.55, -4.84], [-2.49, 1.25, -2.35], [-3.34, -0.08, -2.91], [-5.23, 2.11, -0.26], [-4.72, 3.09, -1.59], [-3.43, 2.38, -0.70], [-0.16, 6.49, -8.57], [0.10, 5.92, -7.38], [0.56, 6.80, -6.40], [0.95, 5.85, -5.22], [-0.23, 5.81, -4.29], [-0.09, 5.21, -2.96], [-1.50, 5.07, -2.31], [-2.10, 6.23, -1.84], [-2.36, 7.31, -2.69], [-0.77, 7.39, -8.47], [-0.55, 5.85, -9.36], [0.86, 6.57, -8.96], [0.03, 7.68, -6.04], [1.56, 7.11, -6.70], [1.67, 6.50, -4.71], [1.39, 4.93, -5.61], [-1.03, 5.40, -4.76], [0.76, 5.45, -2.33], [0.19, 4.19, -3.23], [-1.49, 4.29, -1.55], [-2.21, 4.66, -3.03], [-1.46, 7.88, -2.88], [-3.01, 8.03, -2.19], [-2.89, 7.01, -3.60], [-3.32, 1.05, 2.44], [-2.79, 2.37, 2.52], [-3.77, 3.33, 3.08], [-4.54, 2.97, 4.38], [-5.97, 2.64, 4.36], [-6.71, 3.88, 3.99], [-6.73, 5.11, 4.90], [-7.69, 5.99, 4.54], [-7.98, 7.00, 5.58], [-3.63, 0.67, 3.41], [-2.63, 0.33, 1.99], [-4.17, 0.89, 1.77], [-4.42, 3.43, 2.21], [-3.22, 4.21, 3.41], [-4.15, 3.65, 5.13], [-4.08, 2.16, 4.94], [-6.23, 2.49, 5.33], [-7.77, 3.64, 3.91], [-6.46, 4.14, 2.97], [-5.78, 5.64, 4.80], [-7.06, 4.76, 5.87], [-8.31, 7.95, 5.18], [-7.16, 7.16, 6.28], [-8.82, 6.55, 6.12]], "e_above_lowest_kcal_mol": 250.7, "max_force_ev_per_a": 16.2, "e_lumo_ev": -5.601, "charge": 1, "gap_ev": 3.87}